A 2-piece molecular cluster, C4H10FNO2S overall. Source: the OMol25 dataset; level of theory: ωB97M-V/def2-TZVPD.

largest force on an atom = 1.8 eV Å⁻¹
E_tot = -861.65804 a.u.
frontier orbital gap = 8.2673 eV
relative energy (zero: lowest compared OMol25 entry of this formula, charge and spin) = 1.055 eV
E_HOMO = -8.7893 eV

XYZ file:
```
19
Properties=species:S:1:pos:R:3:forces:R:3:lowdin_charge:R:1
C -1.75049 0.39725 -1.54259 0.0125 -0.1200 -0.1645 -0.026
C 0.20724 -1.24443 -0.32850 0.9576 -0.5154 -0.9338 -0.016
C -0.18470 -0.17623 1.80260 0.8561 0.4808 1.4920 -0.024
C -1.54233 0.32061 -0.08164 0.6537 0.1841 0.1467 -0.043
N -0.61750 -0.38577 0.46487 -1.3358 0.6121 -0.7650 -0.159
O 1.64866 1.14856 -1.01110 0.3637 0.4783 0.0183 -0.539
O 2.21064 1.22388 1.33702 0.8422 0.3995 -0.5524 -0.523
F 3.51981 -0.27395 -0.20890 -0.5469 1.0946 0.1758 -0.443
S 2.74444 1.34050 -0.03825 -0.2828 -1.3728 0.1714 0.791
H -0.78676 0.60364 -2.01364 0.0376 0.0134 -0.0213 0.094
H -2.44320 1.19632 -1.78677 -0.0538 -0.0149 0.0358 0.088
H -2.12895 -0.53531 -1.96008 -0.0462 -0.0976 -0.0045 0.097
H -0.37694 -1.76236 -1.08422 -0.0946 -0.0642 0.0774 0.101
H 0.95502 -0.59402 -0.82687 -0.2271 -0.3464 0.2052 0.072
H 0.73168 -1.95624 0.30085 -0.0841 0.0251 0.0841 0.112
H -0.87385 0.45918 2.35403 -0.1463 -0.0545 -0.0961 0.103
H -0.03397 -1.11731 2.32561 -0.1635 -0.1312 -0.0987 0.106
H 0.81378 0.35563 1.74190 -0.7820 -0.4708 -0.0025 0.065
H -2.09259 1.00007 0.55569 0.0397 -0.1000 0.2321 0.144
```
Positions in Å, forces in eV/Å.

One molecule with the formula C2H5N. Source: the OMol25 dataset; level of theory: ωB97M-V/def2-TZVPD.

largest force on an atom = 9.2 eV Å⁻¹
E_tot = -133.86302 a.u.
frontier orbital gap = 10.2549 eV
relative energy (zero: lowest compared OMol25 entry of this formula, charge and spin) = 1.916 eV
E_HOMO = -9.7352 eV
SMILES = C=NC

XYZ file:
```
8
Properties=species:S:1:pos:R:3:forces:R:3:lowdin_charge:R:1
C 1.13658 -0.16329 -0.87426 -4.9318 5.9346 4.9215 0.028
C -0.91430 0.16509 0.62592 2.1474 -0.5727 1.7980 -0.201
N 0.23384 0.71772 -0.09333 4.0197 -4.5077 -4.4271 -0.099
H 1.87321 0.52547 -1.24242 0.5196 -0.4928 -0.5771 0.025
H 1.17758 -1.23789 -0.93499 -0.3644 -0.2467 0.0406 0.040
H -1.12827 0.87287 1.49433 0.0232 -1.0861 -1.2068 0.089
H -0.61447 -0.84425 0.99380 -0.4024 0.5676 0.3195 0.070
H -1.76417 -0.03571 0.03095 -1.0114 0.4038 -0.8687 0.047
```
Positions in Å, forces in eV/Å.

An isolated ion of composition C9H19N5O and charge +2. Source: the OMol25 dataset; level of theory: ωB97M-V/def2-TZVPD.

largest force on an atom = 6.9 eV Å⁻¹
E_tot = -702.59460 a.u.
frontier orbital gap = 8.1210 eV
relative energy (zero: lowest compared OMol25 entry of this formula, charge and spin) = 2.587 eV
E_HOMO = -15.9528 eV
SMILES = N/C(=C/C=N/[NH+]1CCCCC1)N(O)C=[NH2+]
charge = +2

XYZ file:
```
34
Properties=species:S:1:pos:R:3:forces:R:3:lowdin_charge:R:1
C 2.12719 1.77247 0.18268 1.3940 -3.3402 -0.9353 0.006
C 0.78476 1.35550 0.11949 0.2850 -0.9776 0.2541 -0.073
C 3.33661 1.08793 0.05525 0.2645 2.0372 0.7475 -0.184
C -3.99030 -0.10299 0.04626 5.9246 -3.3305 -1.3096 -0.103
C -3.15987 0.12903 -1.24575 -1.5670 -0.5330 0.2360 -0.131
C -3.04365 -0.98018 0.96222 -1.3456 0.3678 2.2070 -0.129
C -1.76091 0.57380 -0.99774 -0.6416 3.0674 1.0565 -0.144
C -1.68538 -0.31211 1.10200 2.4324 -2.3877 2.7157 -0.112
C 4.32784 -1.20116 0.28935 0.4504 0.9252 0.1246 -0.012
N 0.45856 0.13836 -0.18574 0.2845 -0.3021 0.2989 0.070
N 3.54227 -0.28430 -0.32991 -1.8451 -0.4087 0.5082 -0.031
N 4.60759 -2.42885 -0.10700 -0.5303 1.4866 -0.4488 0.247
N 4.46263 1.83391 0.40350 -1.1724 -0.3529 1.1765 0.164
N -0.86649 -0.30625 -0.19216 -3.4865 3.6074 0.9273 -0.071
O 2.60944 -0.83134 -1.17661 1.9065 -1.2320 -2.3663 0.018
H 2.14909 2.78311 0.36621 0.8781 2.1413 0.2824 0.094
H 0.25097 2.24378 0.41852 -1.6721 -0.4451 -0.0749 0.146
H -4.22388 0.78242 0.44677 -0.6396 3.3715 1.9070 0.084
H -4.82243 -0.63980 -0.06966 -3.3986 -1.9510 -1.0081 0.079
H -3.00463 -0.70685 -1.90534 -0.5537 -1.2298 0.1018 0.124
H -3.77065 0.75534 -1.90513 0.8040 0.6952 0.0991 0.144
H -3.58423 -1.10726 2.01951 1.5932 0.6146 -1.9407 0.178
H -2.84708 -2.04439 0.73335 -0.5976 0.4586 -0.7674 0.125
H -1.34664 0.84934 -1.87944 1.7717 -0.2003 -3.1735 0.105
H -1.66723 1.58648 -0.53737 -0.5078 -0.8388 0.5113 0.147
H -1.72634 0.67055 1.47372 -0.1226 1.4274 0.1158 0.114
H -0.97212 -0.85624 1.81708 -1.2688 0.4631 -0.7067 0.161
H 4.77271 -0.78875 1.19489 0.2522 -0.3491 -0.1046 0.172
H 4.48017 -2.71855 -1.07426 -0.5844 0.0394 0.2131 0.158
H 5.20601 -3.03037 0.43864 0.1146 0.1823 0.3108 0.153
H 4.27513 2.68475 0.95778 -0.2013 -0.9060 -0.3891 0.139
H 5.20809 2.05630 -0.20966 0.8257 -0.6606 -1.0071 0.115
H -0.96349 -1.22388 -0.48407 0.6273 -2.4575 -1.2261 0.161
H 1.63757 -0.65280 -1.06763 0.3262 1.0180 1.6647 0.085
```
Positions in Å, forces in eV/Å.

C34H73BClF5N2O16S3 as an isolated structure. Source: the OMol25 dataset; level of theory: ωB97M-V/def2-TZVPD.

largest force on an atom = 1.5 eV Å⁻¹
E_tot = -4831.50580 a.u.
frontier orbital gap = 8.0139 eV
relative energy (zero: lowest compared OMol25 entry of this formula, charge and spin) = 0.000 eV
E_HOMO = -9.3067 eV

XYZ file:
```
135
Properties=species:S:1:pos:R:3:forces:R:3:lowdin_charge:R:1
C 3.28628 -0.62097 2.95268 -0.1699 0.3323 -0.1929 0.034
B 2.83134 -0.54791 1.44902 0.1342 0.1360 0.6148 -0.529
O 3.68429 -0.14540 0.47517 -0.3458 0.1156 -0.1692 0.142
C 1.34846 -1.00038 1.06024 0.4166 0.8147 -0.1906 0.021
C 0.26365 -0.06922 0.81601 -0.0852 -0.7192 -0.2502 -0.153
S 0.61874 1.65139 0.94787 0.0558 0.7007 1.2995 0.794
O -0.41403 2.30591 1.69877 -0.4884 -0.0110 -0.5892 -0.250
O 1.94288 1.90338 1.43917 0.3742 -0.7366 -0.4965 -0.236
C 0.60559 2.37111 -0.78942 0.2499 0.3233 0.4357 -0.448
F -0.65334 2.55683 -1.19060 0.0009 -0.2029 -0.1196 0.121
F 1.18252 3.57583 -0.64498 -0.0115 -0.0294 0.0336 0.136
C 1.39633 1.62324 -1.88528 -0.4778 0.4421 -0.5271 -0.579
F 1.31772 2.36587 -3.00079 -0.0174 -0.0402 -0.0261 0.170
F 0.84440 0.43977 -2.15454 0.1127 -0.1677 0.1843 0.184
F 2.66372 1.49129 -1.57140 0.1861 -0.2330 0.1791 0.207
C -1.01530 -0.46327 0.49021 -0.0376 0.3936 0.2085 -0.104
C -2.18661 0.42180 0.16656 -0.4059 0.1288 -0.0422 -0.131
C -3.49151 0.09963 0.93520 -0.1734 -0.3840 -0.7232 -0.156
C -4.63208 -0.34408 0.00015 -0.1801 -0.5196 -0.2505 -0.257
C -5.51666 -1.40437 0.67074 0.2206 1.0889 0.2709 -0.292
S -7.22441 -1.32524 0.20875 0.0525 -1.3407 -0.2705 0.324
O -7.33761 -1.54033 -1.19789 0.0452 0.5482 -0.1802 -0.325
O -7.97679 -2.17475 1.07512 -0.0926 0.2909 0.3200 -0.340
Cl -7.72564 0.60123 0.63309 -0.0439 0.1136 0.0241 0.413
C -1.21344 -1.87433 0.41830 0.2480 -0.3419 -0.0606 -0.267
N -2.35484 -2.48154 0.08632 -0.4603 0.1869 -0.1030 -0.202
S -2.09395 -4.04707 0.11491 0.1471 -0.2090 0.0310 1.078
N -0.54480 -4.08344 0.52804 -0.1340 -0.3931 -0.0616 -0.182
C -0.17206 -2.81945 0.66502 0.0513 0.7510 0.0597 -0.264
C 1.12159 -2.32759 0.99083 -0.1721 -0.5693 0.0793 -0.195
O 2.12719 -3.22681 1.23301 0.2843 0.1958 -0.1913 -0.043
C 2.48756 -3.99435 0.07458 0.0198 -0.3662 0.0513 -0.139
C 3.98689 -4.20938 -0.00646 0.1477 0.3989 -0.6922 -0.378
C 4.75359 -2.93360 -0.36731 -0.2912 -0.6257 0.3656 -0.029
O 4.17995 -5.19139 -1.03617 -0.0464 -0.2008 0.3806 -0.037
H 3.25662 -1.63972 3.33906 -0.0288 -0.0707 0.0281 0.071
H 4.28385 -0.20485 3.09969 0.1142 -0.0864 0.0481 0.071
H 2.60528 -0.02111 3.56033 -0.0535 -0.0861 0.1443 0.067
H 4.43784 0.30257 0.87120 0.2494 -0.1686 -0.1474 0.120
H -1.97362 1.46871 0.31720 0.2248 -0.0352 -0.0127 0.076
H -2.38435 0.30311 -0.90091 0.0028 0.0140 -0.0805 0.129
H -3.31691 -0.71872 1.62856 0.0883 0.2002 0.3527 0.101
H -3.83441 0.98739 1.46020 0.1667 -0.0397 0.3570 0.121
H -5.23035 0.50152 -0.32503 0.0810 0.0934 0.0421 0.052
H -4.23361 -0.79504 -0.90515 0.1104 0.0652 -0.0687 0.105
H -5.21285 -2.41419 0.41141 -0.0801 -0.1593 0.0811 0.099
H -5.49220 -1.25470 1.74907 -0.1922 -0.2616 0.1089 0.106
H 1.98129 -4.95918 0.07500 -0.0771 -0.0420 0.2645 0.128
H 2.16947 -3.47212 -0.83353 -0.0151 0.1664 0.0104 0.142
H 4.37258 -4.61808 0.92551 -0.0509 -0.3093 -0.0196 0.142
H 4.11351 -2.24824 -0.91567 0.0834 0.1827 0.0718 0.072
H 5.14459 -2.46234 0.53126 -0.0661 0.2839 -0.0758 0.089
H 5.58333 -3.19534 -1.01208 0.1415 -0.0691 0.0540 0.073
H 3.67154 -4.90133 -1.80073 0.1003 -0.0189 -0.1213 0.089
C 3.42767 -5.49753 4.65699 -0.0264 0.0656 0.1308 -0.088
C 1.92984 -5.62183 4.44287 0.0904 0.1631 -0.2291 -0.310
O 1.37953 -4.39580 3.96187 -0.0100 -0.0590 0.1736 -0.089
H 3.64150 -4.69652 5.36680 -0.0159 -0.0134 0.0272 0.074
H 3.85160 -6.42780 5.03655 0.0071 -0.0167 -0.0451 0.061
H 3.93134 -5.24757 3.71955 -0.0001 -0.0879 -0.0311 0.065
H 1.42503 -5.85058 5.38131 -0.0461 0.0607 0.0001 0.111
H 1.71512 -6.42033 3.73090 0.0214 -0.1148 0.1026 0.090
H 1.82149 -4.20635 3.12730 -0.0865 0.1548 -0.1492 0.041
C -3.13619 3.95509 -2.71319 0.0174 -0.0260 -0.0396 -0.076
C -4.40126 3.12778 -2.61008 0.0889 0.1925 0.1586 -0.290
O -4.43332 2.39643 -1.38131 0.0342 -0.0400 -0.0919 -0.086
H -2.25895 3.31378 -2.65553 -0.0119 -0.0540 -0.1258 0.057
H -3.10315 4.51102 -3.65207 -0.0093 0.0776 0.0465 0.062
H -3.07656 4.66720 -1.88892 -0.0762 0.0881 -0.0639 0.074
H -4.45080 2.39905 -3.41886 -0.0407 -0.1193 0.0977 0.116
H -5.28657 3.76537 -2.66495 0.0120 0.0083 -0.1041 0.092
H -4.40402 3.04862 -0.67312 -0.0308 0.0367 0.0052 0.091
C -0.01824 4.50067 -6.11990 -0.0111 -0.0212 0.0481 -0.082
C -1.50097 4.78852 -6.26546 0.2690 0.2478 -0.1375 -0.318
O -1.81927 6.09205 -5.78239 -0.1982 -0.1320 0.0794 -0.087
H 0.28108 4.58925 -5.07500 -0.0268 -0.0443 0.0166 0.071
H 0.22604 3.49715 -6.47166 0.0111 0.0091 -0.0197 0.075
H 0.57158 5.21949 -6.69331 -0.0042 -0.0464 -0.0678 0.074
H -2.08575 4.08182 -5.67919 -0.0705 0.0617 0.0261 0.096
H -1.81140 4.70346 -7.31304 -0.0005 -0.1288 0.0113 0.094
H -1.31515 6.72858 -6.29774 0.0219 0.0245 0.0194 0.075
C -5.76458 8.09821 -2.90112 0.1087 -0.0151 0.0317 -0.089
C -6.03415 6.62546 -2.65968 -0.0571 0.1568 0.1787 -0.317
O -5.29915 6.12827 -1.54233 0.0135 -0.0718 -0.0346 -0.093
H -4.70031 8.26487 -3.06814 -0.0001 -0.0188 -0.0475 0.077
H -6.31714 8.46038 -3.76886 -0.0159 0.0039 0.0084 0.075
H -6.05964 8.69215 -2.03277 -0.0677 0.0075 -0.0257 0.072
H -5.72193 6.03456 -3.51972 0.0241 -0.0516 0.0286 0.106
H -7.10361 6.45577 -2.49590 -0.0122 -0.0331 -0.1083 0.111
H -5.56787 6.62917 -0.76636 0.0118 0.0123 0.0169 0.084
C -1.27951 1.17257 5.89899 0.0395 -0.1185 -0.1403 -0.090
C -0.23552 2.26518 6.02381 -0.0895 -0.0538 -0.2550 -0.316
O 1.01382 1.87169 5.46022 0.0325 -0.0167 0.1348 -0.086
H -0.93073 0.26615 6.38891 -0.0726 0.0829 0.0090 0.046
H -2.22361 1.47987 6.35318 -0.0036 0.0041 -0.0141 0.077
H -1.46393 0.93572 4.84607 -0.0499 0.1295 -0.0162 0.066
H -0.04148 2.49214 7.07168 0.0477 -0.0009 0.0023 0.108
H -0.58110 3.18162 5.53219 -0.0205 0.0463 0.1011 0.107
H 0.85934 1.68009 4.53035 0.0265 0.0425 -0.0802 0.057
C -0.25341 -1.42785 10.51659 -0.0452 0.0872 -0.0203 -0.094
C -0.40669 -1.69465 9.03040 0.2495 0.0848 0.0649 -0.312
O -0.14348 -0.53095 8.25117 -0.0471 -0.1328 0.2399 -0.096
H -0.92518 -0.62798 10.82931 -0.0348 -0.0242 0.0019 0.074
H -0.47601 -2.32161 11.10114 0.0177 -0.0065 0.0008 0.072
H 0.76600 -1.11051 10.74825 0.0213 -0.0650 0.0096 0.071
H -1.42779 -1.99378 8.79877 -0.0036 0.0171 -0.0634 0.113
H 0.26575 -2.50070 8.71876 -0.0878 -0.0805 0.0076 0.110
H 0.76120 -0.25432 8.42862 0.0214 0.0294 -0.0813 0.090
C -3.07941 4.97141 -10.34037 0.0237 -0.0054 0.0446 -0.096
C -2.13777 6.16115 -10.30252 -0.0512 -0.1670 -0.2809 -0.325
O -0.89942 5.86277 -10.94078 0.0475 0.0689 0.1877 -0.083
H -2.61745 4.10861 -9.85944 -0.0036 0.0133 0.0385 0.070
H -4.01884 5.19491 -9.83269 -0.0084 0.0007 -0.0153 0.075
H -3.30373 4.69062 -11.37191 -0.0551 0.0428 -0.0036 0.072
H -1.90359 6.42822 -9.27252 0.0875 0.0246 -0.0124 0.097
H -2.59618 7.03223 -10.78220 -0.0612 0.0252 0.0991 0.109
H -1.08631 5.63533 -11.85615 0.0190 -0.0070 -0.0208 0.078
C 5.13236 -9.32794 3.56112 -0.0221 0.0897 0.0287 -0.090
C 3.63694 -9.42676 3.32178 0.1415 0.0639 -0.2037 -0.312
O 3.09834 -8.20563 2.82133 0.0181 -0.0936 0.0302 -0.094
H 5.35216 -8.52405 4.26432 -0.0080 -0.0217 0.0343 0.067
H 5.52847 -10.26202 3.96160 0.0049 -0.0075 -0.0153 0.074
H 5.65782 -9.10254 2.63017 0.0061 -0.0649 -0.0149 0.074
H 3.11224 -9.63369 4.25332 -0.0590 0.0262 -0.0122 0.113
H 3.41894 -10.23713 2.61828 -0.0238 -0.0756 0.0908 0.108
H 3.54009 -8.01013 1.98883 -0.0172 0.0281 -0.0260 0.085
C 7.83765 -0.29367 -3.65704 -0.0294 0.0459 0.0814 -0.092
C 7.21205 -1.49947 -2.98116 -0.1550 0.1160 -0.1514 -0.318
O 6.02332 -1.15833 -2.27119 0.2323 0.1463 -0.1515 -0.099
H 8.06928 0.47543 -2.91994 0.0360 -0.0171 0.0142 0.076
H 8.75556 -0.56755 -4.17874 -0.0089 -0.0042 -0.0159 0.074
H 7.14714 0.14324 -4.38225 0.0244 -0.0389 -0.0506 0.072
H 7.89505 -1.92331 -2.24607 -0.0398 -0.0280 0.0371 0.113
H 6.98420 -2.27388 -3.72202 0.1059 -0.0496 0.0193 0.111
H 5.40037 -0.79105 -2.90613 -0.0314 0.0574 0.0425 0.086
```
Positions in Å, forces in eV/Å.

H9O4 as an isolated structure. Source: the OMol25 dataset; level of theory: ωB97M-V/def2-TZVPD.

largest force on an atom = 2.0 eV Å⁻¹
E_tot = -306.09892 a.u.
frontier orbital gap = 13.1652 eV
relative energy (zero: lowest compared OMol25 entry of this formula, charge and spin) = 0.749 eV
E_HOMO = -16.4924 eV
charge = +1

XYZ file:
```
13
Properties=species:S:1:pos:R:3:forces:R:3:lowdin_charge:R:1
O -1.38711 0.73240 -2.62122 0.5090 0.3425 0.5114 0.033
H -2.22354 0.11451 -0.14012 0.0318 -0.4639 1.0825 0.122
H -2.21804 0.73018 -3.10877 0.1881 -0.2850 -0.2871 0.110
O -1.39104 -0.33026 -0.36215 0.0405 1.2520 -1.6099 0.045
H -0.49743 -0.39450 0.44190 -1.0576 0.1651 0.7023 0.075
H -1.28597 0.22906 -1.26947 0.1867 -1.0500 0.7090 0.065
O 2.70266 0.02795 1.53781 0.0058 0.7072 0.1487 -0.014
H 2.89287 0.41109 2.40680 0.0335 -0.3750 0.1295 0.088
H 3.01442 0.74043 0.95934 -0.0428 -0.3115 -0.2480 0.088
O 0.12366 -0.58021 1.47679 0.6303 -0.1008 -0.4342 0.092
H -0.24196 -0.27904 2.31587 -0.1725 0.0468 -0.0864 0.128
H 1.10286 -0.37304 1.45313 0.0364 0.0162 0.1182 0.063
H -0.72291 0.14408 -3.00008 -0.3892 0.0564 -0.7361 0.105
```
Positions in Å, forces in eV/Å.